Record 1
{"formula": "C21H25N3O2", "method": "ωB97M-V/def2-TZVPD", "lumo_ev": 0.58, "e_above_lowest_kcal_mol": 19.7, "homo_ev": -8.528, "multiplicity": 1, "homo_lumo_gap_ev": 9.11, "smiles": "CC(C)C(=O)NCCc1nc2ccccc2n1CCOc1ccccc1", "total_charge": 0, "species": ["C", "C", "C", "C", "O", "N", "C", "C", "C", "N", "C", "C", "C", "C", "C", "C", "N", "C", "C", "O", "C", "C", "C", "C", "C", "C", "H", "H", "H", "H", "H", "H", "H", "H", "H", "H", "H", "H", "H", "H", "H", "H", "H", "H", "H", "H", "H", "H", "H", "H", "H"], "positions_angstrom": [[-6.750, -0.565, 0.913], [-5.361, -0.714, 0.305], [-4.395, -1.381, 1.291], [-4.786, 0.653, -0.059], [-5.159, 1.697, 0.434], [-3.818, 0.586, -1.006], [-2.965, 1.715, -1.279], [-1.793, 1.798, -0.290], [-0.979, 0.549, -0.280], [-1.362, -0.592, -0.780], [-0.352, -1.483, -0.519], [-0.244, -2.833, -0.830], [0.899, -3.490, -0.423], [1.907, -2.834, 0.284], [1.814, -1.495, 0.607], [0.678, -0.823, 0.187], [0.247, 0.477, 0.332], [1.004, 1.553, 0.907], [1.808, 2.312, -0.169], [2.667, 1.470, -0.894], [3.797, 0.973, -0.307], [4.448, -0.028, -1.027], [5.602, -0.602, -0.537], [6.127, -0.188, 0.678], [5.488, 0.809, 1.390], [4.327, 1.393, 0.908], [-6.708, 0.113, 1.762], [-7.129, -1.528, 1.245], [-7.440, -0.148, 0.183], [-5.417, -1.321, -0.604], [-3.402, -1.484, 0.857], [-4.758, -2.370, 1.562], [-4.318, -0.783, 2.197], [-3.369, -0.305, -1.186], [-3.572, 2.619, -1.191], [-2.586, 1.621, -2.299], [-1.169, 2.658, -0.543], [-2.201, 1.960, 0.713], [-1.030, -3.338, -1.368], [1.018, -4.539, -0.651], [2.783, -3.387, 0.588], [2.603, -1.005, 1.158], [0.331, 2.252, 1.410], [1.686, 1.125, 1.645], [1.127, 2.716, -0.923], [2.349, 3.147, 0.295], [4.020, -0.341, -1.966], [6.093, -1.380, -1.102], [7.027, -0.640, 1.066], [5.889, 1.143, 2.335], [3.855, 2.172, 1.488]]}

Record 2
{"formula": "C22H27Br2Si", "method": "ωB97M-V/def2-TZVPD", "lumo_ev": -5.77, "e_above_lowest_kcal_mol": 10.4, "homo_ev": -11.367, "multiplicity": 1, "homo_lumo_gap_ev": 5.60, "total_charge": 1, "species": ["C", "C", "C", "C", "Si", "C", "C", "C", "H", "H", "H", "H", "H", "H", "H", "H", "H", "H", "H", "H", "H", "H", "H", "H", "Br", "C", "C", "C", "C", "C", "C", "C", "C", "C", "C", "C", "Br", "C", "C", "C", "C", "H", "H", "H", "H", "H", "H", "H", "H", "H", "H", "H"], "positions_angstrom": [[1.703, -2.156, 1.667], [1.885, -1.024, 0.674], [0.738, -0.455, 0.213], [3.281, -0.645, 0.266], [4.750, -0.822, 1.510], [6.345, -0.876, 0.523], [4.761, 0.677, 2.629], [4.739, -2.358, 2.578], [2.273, -3.053, 1.377], [1.992, -1.864, 2.690], [0.647, -2.450, 1.721], [0.700, 0.310, -0.568], [-0.137, -0.794, 0.749], [3.615, -1.280, -0.571], [3.285, 0.393, -0.095], [7.199, -0.954, 1.211], [6.372, -1.745, -0.148], [6.475, 0.032, -0.079], [5.539, 0.560, 3.398], [4.983, 1.591, 2.060], [3.796, 0.807, 3.136], [5.681, -2.383, 3.144], [3.921, -2.381, 3.307], [4.694, -3.275, 1.977], [-1.312, 2.852, 5.093], [-1.637, 1.991, 3.451], [-1.678, 0.590, 3.392], [-1.851, -0.045, 2.165], [-1.908, 0.708, 0.949], [-1.856, 0.071, -0.341], [-2.568, 0.615, -1.426], [-3.089, -0.203, -2.407], [-3.967, 0.212, -3.458], [-4.594, -0.742, -4.311], [-5.417, -0.347, -5.362], [-5.640, 1.026, -5.586], [-6.724, 1.587, -7.029], [-5.093, 1.989, -4.721], [-4.276, 1.582, -3.669], [-1.944, 2.121, 1.052], [-1.796, 2.755, 2.283], [-1.576, -0.003, 4.300], [-1.889, -1.135, 2.112], [-1.566, -0.963, -0.477], [-2.778, 1.688, -1.454], [-2.862, -1.267, -2.342], [-4.407, -1.803, -4.142], [-5.863, -1.076, -6.028], [-5.281, 3.044, -4.883], [-3.835, 2.332, -3.011], [-2.031, 2.723, 0.143], [-1.800, 3.840, 2.335]]}

Record 3
{"formula": "C4H5NO", "method": "ωB97M-V/def2-TZVPD", "lumo_ev": 0.84, "e_above_lowest_kcal_mol": 112.4, "homo_ev": -9.898, "multiplicity": 1, "homo_lumo_gap_ev": 10.73, "smiles": "C#[N+][O-].C#CC", "total_charge": 0, "species": ["C", "N", "O", "H", "C", "C", "C", "H", "H", "H", "H"], "positions_angstrom": [[1.722, -1.056, -0.137], [1.737, -2.114, 0.336], [1.773, -3.221, 0.811], [1.588, -0.048, -0.471], [0.302, 1.963, -0.531], [-0.572, 1.206, -0.190], [-1.674, 0.320, 0.185], [1.039, 2.672, -0.838], [-1.903, 0.403, 1.252], [-2.565, 0.604, -0.381], [-1.447, -0.729, -0.036]]}

Record 4
{"formula": "C35H48B2Br54O7P", "method": "ωB97M-V/def2-TZVPD", "lumo_ev": 0.77, "homo_ev": -4.647, "multiplicity": 1, "homo_lumo_gap_ev": 5.42, "total_charge": -1, "species": ["C", "C", "O", "B", "O", "C", "C", "C", "O", "B", "C", "C", "C", "C", "P", "O", "O", "O", "O", "C", "C", "C", "C", "C", "C", "C", "C", "H", "H", "H", "H", "H", "H", "H", "H", "H", "H", "H", "H", "H", "H", "H", "H", "H", "H", "H", "H", "H", "H", "H", "H", "H", "H", "H", "H", "H", "H", "C", "Br", "Br", "Br", "H", "C", "Br", "Br", "Br", "H", "C", "Br", "Br", "Br", "H", "C", "Br", "Br", "Br", "H", "C", "Br", "Br", "Br", "H", "C", "Br", "Br", "Br", "H", "C", "Br", "Br", "Br", "H", "C", "Br", "Br", "Br", "H", "C", "Br", "Br", "Br", "H", "C", "Br", "Br", "Br", "H", "C", "Br", "Br", "Br", "H", "C", "Br", "Br", "Br", "H", "C", "Br", "Br", "Br", "H", "C", "Br", "Br", "Br", "H", "C", "Br", "Br", "Br", "H", "C", "Br", "Br", "Br", "H", "C", "Br", "Br", "Br", "H", "C", "Br", "Br", "Br", "H"], "positions_angstrom": [[1.913, 2.779, 2.937], [0.432, 2.710, 2.604], [0.023, 1.418, 2.153], [0.440, 1.065, 0.895], [1.060, 2.025, 0.154], [0.268, -0.379, 0.232], [-0.577, -0.550, -1.066], [-1.192, 0.695, -1.695], [1.617, -0.601, -0.229], [2.381, -1.589, 0.555], [3.545, -0.770, 1.371], [4.030, 0.450, 0.565], [4.776, -1.591, 1.762], [4.451, -2.805, 2.648], [2.995, -3.122, -0.539], [4.234, -2.932, -1.319], [3.075, -4.438, 0.414], [1.786, -3.448, -1.628], [1.307, -2.200, 1.419], [0.044, -1.644, 1.134], [-0.689, -1.598, 2.471], [-2.173, -1.327, 2.456], [-2.995, -2.019, 3.345], [-4.351, -1.780, 3.387], [-4.955, -0.847, 2.573], [-4.152, -0.161, 1.677], [-2.785, -0.400, 1.639], [2.313, 1.789, 3.127], [2.087, 3.460, 3.761], [2.460, 3.194, 2.096], [-0.091, 2.885, 3.542], [0.128, 3.528, 1.959], [1.213, 1.693, -0.736], [-1.418, -1.191, -0.804], [0.006, -1.111, -1.783], [-1.871, 0.371, -2.482], [-0.439, 1.311, -2.183], [-1.789, 1.278, -1.008], [3.062, -0.398, 2.281], [5.084, 0.608, 0.802], [3.992, 0.280, -0.506], [3.526, 1.361, 0.866], [5.356, -1.844, 0.881], [5.423, -0.930, 2.346], [3.390, -2.958, 2.785], [4.897, -2.654, 3.624], [4.935, -3.693, 2.258], [2.209, -4.775, 0.680], [1.213, -4.119, -1.240], [-0.443, -2.395, 0.500], [-0.555, -2.591, 2.892], [-0.190, -0.925, 3.159], [-2.580, -2.742, 4.029], [-4.961, -2.307, 4.101], [-6.008, -0.637, 2.606], [-4.560, 0.570, 0.999], [-2.203, 0.185, 0.955], [-3.392, 4.414, -0.247], [-4.530, 5.594, 0.772], [-2.188, 3.428, 0.869], [-4.406, 3.223, -1.365], [-2.792, 5.038, -0.892], [-2.741, 7.043, 4.020], [-3.050, 6.534, 5.848], [-3.422, 8.807, 3.649], [-0.889, 6.883, 3.543], [-3.292, 6.351, 3.398], [5.970, 4.432, -1.016], [6.271, 4.556, 0.879], [7.374, 3.459, -1.901], [4.233, 3.725, -1.419], [6.009, 5.430, -1.423], [-5.994, 0.680, -4.318], [-6.336, 0.261, -2.476], [-6.687, 2.410, -4.797], [-4.121, 0.525, -4.719], [-6.516, -0.051, -4.917], [-0.304, -7.296, 0.530], [-0.505, -7.647, -1.349], [1.549, -7.063, 0.991], [-1.388, -5.823, 1.111], [-0.649, -8.174, 1.056], [7.235, -0.234, -2.859], [7.591, -0.272, -0.975], [8.632, -1.088, -3.879], [5.508, -0.945, -3.278], [7.235, 0.806, -3.153], [8.533, 0.671, -7.944], [10.320, 1.389, -7.893], [8.541, -1.251, -7.956], [7.452, 1.368, -6.521], [8.088, 0.994, -8.873], [7.926, 8.290, -2.344], [8.212, 8.537, -0.463], [9.294, 7.195, -3.131], [6.159, 7.613, -2.710], [7.991, 9.266, -2.805], [-7.419, -4.379, 1.586], [-5.607, -3.745, 1.703], [-7.564, -6.288, 1.409], [-8.457, -3.727, 3.076], [-7.851, -3.959, 0.690], [8.564, 12.885, -2.356], [8.858, 13.181, -0.481], [9.928, 11.769, -3.126], [6.803, 12.189, -2.699], [8.625, 13.845, -2.846], [-9.914, -6.207, -2.276], [-10.925, -6.078, -3.908], [-8.217, -7.054, -2.561], [-9.721, -4.488, -1.436], [-10.478, -6.830, -1.599], [2.737, -2.878, 6.399], [4.492, -3.667, 6.462], [2.603, -1.479, 5.094], [1.375, -4.215, 6.136], [2.562, -2.435, 7.366], [-1.674, -0.287, -8.158], [-0.564, 1.031, -9.013], [-1.957, -1.817, -9.290], [-0.983, -0.792, -6.441], [-2.640, 0.169, -7.993], [-6.883, -9.195, 4.853], [-6.964, -7.281, 4.786], [-7.208, -9.973, 3.120], [-5.227, -9.817, 5.607], [-7.676, -9.530, 5.504], [8.483, 7.231, -7.245], [10.319, 7.810, -7.220], [8.319, 5.361, -6.836], [7.391, 8.305, -6.084], [8.118, 7.374, -8.250], [-1.722, -10.711, -4.180], [-2.136, -10.927, -2.317], [-0.868, -9.026, -4.548], [-0.673, -12.184, -4.835], [-2.657, -10.721, -4.721], [-6.550, 2.764, 4.763], [-6.203, 2.442, 6.629], [-5.270, 1.876, 3.631], [-8.343, 2.256, 4.279], [-6.465, 3.830, 4.603], [-11.268, 0.336, 6.500], [-11.513, 0.310, 4.590], [-9.482, -0.157, 7.004], [-11.779, 2.030, 7.254], [-11.931, -0.409, 6.912]]}

Record 5
{"formula": "C2H2NO2S2", "method": "ωB97M-V/def2-TZVPD", "lumo_ev": 3.54, "e_above_lowest_kcal_mol": 35.2, "homo_ev": -3.074, "multiplicity": 1, "homo_lumo_gap_ev": 6.61, "smiles": "O=C=NCSS[O-]", "total_charge": -1, "species": ["O", "C", "N", "C", "S", "S", "O", "H", "H"], "positions_angstrom": [[1.210, 2.233, -0.153], [0.419, 1.355, -0.149], [-0.766, 1.022, -0.127], [-1.300, -0.262, -0.079], [-0.024, -1.663, -0.471], [1.842, -0.805, -0.243], [2.387, -0.988, 1.140], [-1.691, -0.498, 0.915], [-2.078, -0.395, -0.831]]}

Record 6
{"formula": "C8H10INYb", "method": "ωB97M-V/def2-TZVPD", "lumo_ev": [2.83, 2.83], "e_above_lowest_kcal_mol": 0.0, "homo_ev": [-2.705, -2.705], "multiplicity": 2, "homo_lumo_gap_ev": [5.53, 5.53], "total_charge": -1, "s_squared": 0.7510, "species": ["C", "C", "C", "C", "C", "Yb", "C", "C", "C", "N", "H", "H", "H", "H", "H", "H", "H", "H", "H", "H", "I"], "positions_angstrom": [[1.040, -1.458, -0.971], [-0.356, -1.349, -1.217], [-1.043, -2.047, -0.186], [-0.061, -2.608, 0.695], [1.222, -2.216, 0.221], [-0.132, -0.140, 1.256], [-1.274, 1.946, 0.116], [0.163, 2.165, 0.026], [0.789, 2.530, -1.157], [0.872, 1.860, 1.142], [-2.124, -2.139, -0.099], [-0.813, -0.864, -2.077], [-0.271, -3.187, 1.600], [2.185, -2.500, 0.652], [1.827, -1.053, -1.616], [-1.824, 1.512, -0.727], [1.802, 2.283, 1.216], [-1.813, 2.362, 0.971], [0.175, 2.907, -1.965], [1.862, 2.418, -1.265], [-2.225, -0.423, 3.384]]}

Table of calculated total energy (Ha), in record order: -1130.021766, -6291.737544, -285.235435, -141277.061373, -1079.062599, -1822.033946